Here is a 12-piece molecular cluster, C40H112N8O16 overall from the Open Molecules 2025 dataset. Energies are from wB97M-V/def2-TZVPD.

## Properties
- Electronic energy: -87971.0582 eV
- SMILES string: COC[C@H](C)N.COC[C@H](C)N.COC[C@H](C)N.COC[C@H](C)N.COC[C@H](C)N.COC[C@H](C)N.COC[C@H](C)N.COC[C@H](C)N.OCCO.OCCO.OCCO.OCCO
- Relative energy (zero: lowest compared OMol25 entry of this formula, charge and spin): 221.57 kcal/mol

Last columns: bonded neighbours and bond lengths (Å).
Atoms and positions in Å:
1 C 24.573 19.724 10.378  O2 1.439, H7 1.076, H8 1.063, H9 1.114
2 O 23.219 19.280 10.578  C1 1.439, C3 1.407
3 C 23.131 17.912 10.896  O2 1.407, C4 1.525, H10 1.096, H11 1.095
4 C 23.506 16.985 9.744  C3 1.525, C5 1.482, N6 1.452, H12 1.111
5 C 22.583 17.254 8.616  C4 1.482, H13 1.069, H14 1.081, H15 1.095
6 N 23.443 15.592 10.149  C4 1.452, H16 1.027, H17 0.998
7 H 24.683 20.780 10.551  C1 1.076
8 H 24.857 19.695 9.354  C1 1.063
9 H 25.261 19.157 11.045  C1 1.114
10 H 23.797 17.701 11.741  C3 1.096
11 H 22.125 17.676 11.260  C3 1.095
12 H 24.536 17.234 9.410  C4 1.111
13 H 22.610 18.293 8.370  C5 1.069
14 H 21.553 17.083 8.899  C5 1.081
15 H 22.731 16.631 7.727  C5 1.095
16 H 22.461 15.294 10.149  N6 1.027
17 H 23.838 15.491 11.061  N6 0.998
18 C 22.907 10.844 13.458  O19 1.393, H24 1.080, H25 1.080, H26 1.085
19 O 22.049 9.946 12.826  C18 1.393, C20 1.366
20 C 20.900 9.612 13.483  O19 1.366, C21 1.553, H27 1.105, H28 1.082
21 C 20.179 8.665 12.485  C20 1.553, C22 1.536, N23 1.487, H29 1.108
22 C 19.845 9.311 11.132  C21 1.536, H30 1.096, H31 1.084, H32 1.079
23 N 18.906 8.237 13.122  C21 1.487, H33 1.021, H34 1.005
24 H 23.473 11.377 12.708  C18 1.080
25 H 23.627 10.284 14.035  C18 1.080
26 H 22.413 11.666 13.965  C18 1.085
27 H 21.091 8.968 14.361  C20 1.105
28 H 20.277 10.431 13.819  C20 1.082
29 H 20.884 7.814 12.406  C21 1.108
30 H 19.119 8.655 10.638  C22 1.096
31 H 20.724 9.487 10.522  C22 1.084
32 H 19.378 10.244 11.406  C22 1.079
33 H 19.074 7.812 14.035  N23 1.021
34 H 18.428 7.557 12.557  N23 1.005
35 C 24.465 13.064 17.833  O36 1.418, H41 1.110, H42 1.123, H43 1.102
36 O 23.219 13.740 17.882  C35 1.418, C37 1.486
37 C 22.680 13.819 19.265  O36 1.486, C38 1.510, H44 1.096, H45 1.064
38 C 21.657 14.929 19.225  C37 1.510, C39 1.577, N40 1.419, H46 1.075
39 C 20.882 15.006 20.595  C38 1.577, H47 1.080, H48 1.079, H49 1.087
40 N 20.660 14.772 18.228  C38 1.419, H50 1.025, H51 1.030
41 H 25.266 13.679 18.295  C35 1.110
42 H 24.731 12.959 16.748  C35 1.123
43 H 24.460 12.055 18.274  C35 1.102
44 H 22.221 12.850 19.491  C37 1.096
45 H 23.511 13.882 19.926  C37 1.064
46 H 22.107 15.898 19.099  C38 1.075
47 H 21.537 15.162 21.439  C39 1.080
48 H 20.367 14.059 20.654  C39 1.079
49 H 20.236 15.880 20.597  C39 1.087
50 H 20.190 13.861 18.240  N40 1.025
51 H 21.033 14.888 17.275  N40 1.030
52 C 10.169 16.794 12.146  O53 1.403, H58 1.093, H59 1.087, H60 1.090
53 O 10.742 15.557 12.476  C52 1.403, C54 1.376
54 C 11.701 15.115 11.594  O53 1.376, C55 1.509, H61 1.098, H62 1.080
55 C 12.630 14.246 12.406  C54 1.509, C56 1.562, N57 1.399, H63 1.114
56 C 13.631 15.053 13.293  C55 1.562, H64 1.099, H65 1.091, H66 1.096
57 N 13.413 13.475 11.538  C55 1.399, H67 1.024, H68 1.029
58 H 10.873 17.618 12.286  C52 1.093
59 H 9.301 16.930 12.785  C52 1.087
60 H 9.844 16.799 11.105  C52 1.090
61 H 11.284 14.555 10.746  C54 1.098
62 H 12.336 15.844 11.112  C54 1.080
63 H 11.903 13.688 13.038  C55 1.114
64 H 14.138 14.392 14.010  C56 1.099
65 H 13.119 15.814 13.883  C56 1.091
66 H 14.383 15.468 12.611  C56 1.096
67 H 14.125 12.959 12.063  N57 1.024
68 H 13.059 12.916 10.750  N57 1.029
69 C 21.186 13.002 11.144  O70 1.410, H75 1.106, H76 1.083, H77 1.109
70 O 20.535 13.887 10.259  C69 1.410, C71 1.398
71 C 19.610 13.284 9.402  O70 1.398, C72 1.481, H78 1.069, H79 1.085
72 C 18.973 14.266 8.495  C71 1.481, C73 1.540, N74 1.470, H80 1.122
73 C 18.543 15.534 9.255  C72 1.540, H81 1.098, H82 1.087, H83 1.085
74 N 17.801 13.716 7.798  C72 1.470, H84 1.011, H85 1.031
75 H 20.523 12.508 11.878  C69 1.106
76 H 21.890 13.625 11.681  C69 1.083
77 H 21.747 12.162 10.686  C69 1.109
78 H 20.005 12.473 8.827  C71 1.069
79 H 18.850 12.765 9.978  C71 1.085
80 H 19.765 14.610 7.779  C72 1.122
81 H 18.121 16.167 8.462  C73 1.098
82 H 19.380 16.116 9.633  C73 1.087
83 H 17.772 15.381 10.003  C73 1.085
84 H 17.268 14.517 7.487  N74 1.011
85 H 18.118 13.304 6.909  N74 1.031
86 C 20.802 11.352 17.059  O87 1.406, H92 1.095, H93 1.102, H94 1.093
87 O 20.205 11.482 18.325  C86 1.406, C88 1.417
88 C 18.970 10.816 18.526  O87 1.417, C89 1.523, H95 1.094, H96 1.087
89 C 18.430 11.126 19.916  C88 1.523, C90 1.518, N91 1.512, H97 1.079
90 C 19.235 10.382 20.966  C89 1.518, H98 1.072, H99 1.115, H100 1.096
91 N 17.067 10.471 19.904  C89 1.512, H101 1.000, H102 1.005
92 H 21.433 10.471 16.899  C86 1.095
93 H 21.528 12.179 17.012  C86 1.102
94 H 20.100 11.465 16.229  C86 1.093
95 H 18.249 11.253 17.830  C88 1.094
96 H 19.077 9.748 18.350  C88 1.087
97 H 18.356 12.193 20.064  C89 1.079
98 H 19.145 9.353 20.678  C90 1.072
99 H 18.847 10.611 21.986  C90 1.115
100 H 20.303 10.623 20.908  C90 1.096
101 H 16.366 10.904 19.337  N91 1.000
102 H 16.697 10.262 20.815  N91 1.005
103 C 15.020 18.314 12.403  O104 1.416, H109 1.066, H110 1.096, H111 1.098
104 O 15.857 19.129 11.603  C103 1.416, C105 1.442
105 C 16.895 19.758 12.380  O104 1.442, C106 1.518, H112 1.101, H113 1.091
106 C 17.866 20.385 11.395  C105 1.518, C107 1.517, N108 1.478, H114 1.086
107 C 18.713 19.430 10.574  C106 1.517, H115 1.094, H116 1.084, H117 1.088
108 N 18.794 21.151 12.253  C106 1.478, H118 1.034, H119 1.009
109 H 14.250 17.890 11.800  C103 1.066
110 H 14.520 18.894 13.187  C103 1.096
111 H 15.606 17.491 12.834  C103 1.098
112 H 16.416 20.488 13.051  C105 1.101
113 H 17.413 18.988 12.953  C105 1.091
114 H 17.331 21.042 10.714  C106 1.086
115 H 18.041 18.771 10.017  C107 1.094
116 H 19.298 18.851 11.279  C107 1.084
117 H 19.393 19.985 9.931  C107 1.088
118 H 18.311 21.836 12.859  N108 1.034
119 H 19.451 21.707 11.727  N108 1.009
120 C 17.369 15.085 13.790  O121 1.403, H126 1.073, H127 1.109, H128 1.079
121 O 18.696 15.029 14.242  C120 1.403, C122 1.428
122 C 19.658 15.418 13.261  O121 1.428, C123 1.521, H129 1.084, H130 1.091
123 C 20.943 15.621 14.049  C122 1.521, C124 1.551, N125 1.427, H131 1.090
124 C 21.533 14.354 14.722  C123 1.551, H132 1.104, H133 1.086, H134 1.105
125 N 20.935 16.731 14.944  C123 1.427, H135 0.995, H136 1.006
126 H 16.638 14.898 14.552  C120 1.073
127 H 17.178 14.280 13.051  C120 1.109
128 H 17.129 16.029 13.323  C120 1.079
129 H 19.687 14.706 12.445  C122 1.084
130 H 19.407 16.365 12.779  C122 1.091
131 H 21.706 15.967 13.351  C123 1.090
132 H 20.783 13.686 15.178  C124 1.104
133 H 22.301 14.588 15.454  C124 1.086
134 H 21.959 13.763 13.892  C124 1.105
135 H 20.262 16.696 15.676  N125 0.995
136 H 20.771 17.590 14.446  N125 1.006
137 O 23.825 17.082 15.124  C138 1.421, H141 0.992
138 C 24.572 16.986 16.329  O137 1.421, C139 1.492, H142 1.092, H143 1.114
139 C 26.039 17.094 16.080  C138 1.492, O140 1.391, H144 1.089, H145 1.073
140 O 26.806 16.847 17.213  C139 1.391, H146 0.958
141 H 22.865 16.958 15.344  O137 0.992
142 H 24.222 17.761 17.014  C138 1.092
143 H 24.402 16.040 16.892  C138 1.114
144 H 26.238 18.107 15.732  C139 1.089
145 H 26.367 16.435 15.299  C139 1.073
146 H 26.762 17.592 17.815  O140 0.958
147 O 20.655 19.626 13.758  C148 1.437, H151 0.978
148 C 21.891 20.353 13.665  O147 1.437, C149 1.556, H152 1.114, H153 1.089
149 C 22.612 20.263 15.042  C148 1.556, O150 1.444, H154 1.082, H155 1.093
150 O 21.916 21.149 15.945  C149 1.444, H156 0.955
151 H 20.007 20.164 13.261  O147 0.978
152 H 22.557 19.992 12.849  C148 1.114
153 H 21.701 21.408 13.476  C148 1.089
154 H 23.641 20.592 15.001  C149 1.082
155 H 22.580 19.227 15.389  C149 1.093
156 H 21.045 20.774 16.063  O150 0.955
157 O 15.998 18.036 17.602  C158 1.363, H161 0.975
158 C 16.648 17.169 16.775  O157 1.363, C159 1.512, H162 1.092, H163 1.104
159 C 17.569 16.194 17.475  C158 1.512, O160 1.390, H164 1.080, H165 1.096
160 O 18.672 16.850 18.011  C159 1.390, H166 0.982
161 H 16.622 18.596 18.099  O157 0.975
162 H 15.865 16.751 16.139  C158 1.092
163 H 17.313 17.751 16.113  C158 1.104
164 H 17.830 15.316 16.903  C159 1.080
165 H 16.996 15.792 18.318  C159 1.096
166 H 19.436 16.243 18.126  O160 0.982
167 O 17.024 10.360 13.675  C168 1.418, H171 0.987
168 C 17.655 11.368 14.447  O167 1.418, C169 1.530, H172 1.101, H173 1.107
169 C 16.555 11.968 15.324  C168 1.530, O170 1.417, H174 1.089, H175 1.085
170 O 16.096 11.029 16.280  C169 1.417, H176 0.969
171 H 17.594 9.611 13.376  O167 0.987
172 H 18.387 10.971 15.167  C168 1.101
173 H 18.152 12.126 13.813  C168 1.107
174 H 15.679 12.255 14.744  C169 1.089
175 H 16.991 12.805 15.861  C169 1.085
176 H 15.689 10.301 15.785  O170 0.969

Atom charges from the Löwdin analysis, given in e for atoms 1 to 4:
1. C -0.0842
2. O -0.2022
3. C -0.2334
4. C -0.4623